129
Properties=species:S:1:pos:R:3 method="wB97M-V/def2-TZVPD" charge=-1 spin_multiplicity=1 homo_ev=-4.62 total_energy_ev=-152279.133 homo_lumo_gap_ha=0.2454
C 0.368 0.842 1.356
C 0.270 -0.356 0.245
B 0.065 0.200 -1.294
C -0.967 1.477 -1.312
C -2.380 1.155 -0.563
O -3.548 1.361 -1.425
Si -4.771 0.312 -0.766
C -6.561 0.774 -1.338
C -4.801 0.272 1.165
C -4.533 -1.545 -1.311
O 1.453 0.363 -1.772
C 1.804 -0.583 -2.792
N 2.976 -0.267 -3.668
C 2.053 -2.130 -2.408
C 3.099 -2.363 -1.203
C 2.525 -3.300 -0.026
C 2.902 -2.836 1.465
N 4.334 -2.446 1.663
C 4.472 -1.104 2.241
C 5.195 0.142 1.502
O 3.978 -0.920 3.410
C 0.320 -0.677 -3.519
Br 0.085 -2.155 -4.858
N -0.101 0.538 -4.314
C 0.493 0.594 -5.472
O 1.281 0.893 -6.409
O -0.503 -0.723 -2.323
H 0.843 1.801 0.921
H -0.671 1.058 1.798
H 1.111 0.442 2.155
H -0.492 -1.169 0.538
H 1.313 -0.868 0.266
H -1.264 1.836 -2.369
H -0.542 2.423 -0.783
H -2.411 0.035 -0.246
H -2.494 1.806 0.381
H -6.733 0.265 -2.357
H -7.331 0.295 -0.607
H -6.727 1.915 -1.389
H -4.854 1.309 1.650
H -3.952 -0.381 1.606
H -5.782 -0.285 1.444
H -5.206 -2.178 -0.607
H -4.972 -1.685 -2.364
H -3.431 -1.849 -1.220
H 2.984 0.746 -3.876
H 3.855 -0.529 -3.198
H 1.096 -2.723 -2.182
H 2.517 -2.633 -3.346
H 4.083 -2.866 -1.566
H 3.403 -1.349 -0.759
H 1.366 -3.240 -0.098
H 2.764 -4.428 -0.174
H 2.204 -1.995 1.830
H 2.702 -3.726 2.186
H 4.913 -2.586 0.824
H 4.474 0.660 0.760
H 6.079 -0.314 0.922
H 5.524 0.950 2.241
O -2.942 -2.418 1.026
C -3.008 -3.446 1.659
O -4.139 -4.180 1.641
C -4.261 -5.493 2.205
C -4.565 -5.422 3.688
C -1.871 -3.877 2.543
H -3.378 -6.097 1.983
H -5.099 -5.970 1.690
H -3.760 -4.935 4.242
H -4.711 -6.424 4.099
H -5.469 -4.834 3.864
H -1.936 -3.345 3.494
H -0.932 -3.616 2.048
H -1.834 -4.949 2.725
O 5.360 2.957 1.158
C 5.972 3.624 0.353
O 5.413 3.930 -0.832
C 5.970 4.855 -1.777
C 6.996 4.176 -2.662
C 7.390 4.044 0.622
H 6.366 5.740 -1.272
H 5.137 5.199 -2.395
H 7.842 3.799 -2.083
H 7.376 4.871 -3.414
H 6.553 3.316 -3.169
H 8.060 3.219 0.372
H 7.485 4.277 1.685
H 7.696 4.939 0.084
O -1.432 2.643 4.260
C -0.468 3.337 4.505
O 0.566 2.837 5.208
C 1.819 3.510 5.396
C 1.749 4.475 6.562
C -0.448 4.786 4.107
H 2.148 3.988 4.470
H 2.553 2.731 5.618
H 1.013 5.264 6.389
H 2.722 4.943 6.733
H 1.445 3.952 7.472
H -0.995 5.368 4.851
H -0.941 4.884 3.138
H 0.552 5.197 3.984
O -8.476 -0.334 0.709
C -8.890 0.000 1.798
O -8.268 0.976 2.482
C -8.772 1.569 3.687
C -8.388 0.747 4.900
C -10.040 -0.725 2.439
H -9.849 1.742 3.617
H -8.306 2.555 3.761
H -8.819 -0.256 4.861
H -8.727 1.233 5.818
H -7.303 0.623 4.948
H -9.668 -1.634 2.914
H -10.756 -0.992 1.659
H -10.587 -0.129 3.165
O 7.078 -3.134 -6.371
C 6.103 -2.645 -6.903
O 5.927 -1.312 -6.892
C 4.911 -0.622 -7.640
C 3.596 -0.603 -6.888
C 5.035 -3.517 -7.501
H 4.816 -1.039 -8.647
H 5.268 0.404 -7.764
H 3.210 -1.612 -6.726
H 2.848 -0.032 -7.437
H 3.727 -0.154 -5.902
H 4.369 -3.860 -6.708
H 5.517 -4.380 -7.967
H 4.455 -3.032 -8.282

---

144
Properties=species:S:1:pos:R:3 method="wB97M-V/def2-TZVPD" de_lowest_ev=0.000 spin_multiplicity=1 homo_ev=-10.17 total_energy_ev=-2560032.159 homo_lumo_gap_ha=0.3720
Br -8.782 2.661 -0.060
C -8.962 2.310 1.840
C -7.564 2.310 2.510
Br -7.512 1.729 4.429
H -9.302 1.332 1.891
H -9.694 3.061 2.183
H -7.124 3.378 2.591
H -6.916 1.676 1.913
Br -6.708 -4.482 1.686
C -5.992 -2.689 1.633
C -7.011 -1.606 1.721
Br -8.407 -1.630 0.267
H -5.435 -2.600 0.660
H -5.318 -2.758 2.477
H -6.622 -0.624 1.526
H -7.485 -1.674 2.679
Br 5.033 4.885 1.420
C 3.112 4.731 1.048
C 2.634 3.494 1.768
Br 0.679 3.340 1.330
H 3.141 4.638 -0.045
H 2.600 5.673 1.361
H 2.747 3.605 2.818
H 3.142 2.564 1.445
Br 3.837 2.368 -1.279
C 5.008 3.037 -2.748
C 5.618 4.383 -2.426
Br 6.626 4.960 -3.975
H 4.425 3.131 -3.652
H 5.799 2.298 -2.926
H 6.234 4.575 -1.589
H 4.777 5.090 -2.251
Br 1.043 -5.763 0.394
C 1.851 -4.059 1.134
C 2.835 -4.321 2.193
Br 2.168 -5.181 3.801
H 1.006 -3.394 1.469
H 2.321 -3.664 0.214
H 3.095 -3.281 2.477
H 3.695 -4.868 1.749
Br -2.194 -3.654 1.570
C -2.674 -5.564 1.292
C -2.144 -6.247 2.498
Br -2.386 -8.174 2.402
H -2.121 -5.739 0.390
H -3.754 -5.604 1.149
H -2.741 -5.944 3.348
H -1.090 -6.191 2.663
Br 3.012 -7.583 -4.798
C 1.930 -8.296 -3.325
C 0.575 -7.613 -3.015
Br -0.355 -8.598 -1.619
H 2.607 -8.364 -2.503
H 1.812 -9.324 -3.652
H -0.068 -7.682 -3.886
H 0.768 -6.624 -2.566
Br -6.957 7.289 -1.507
C -5.792 5.688 -1.665
C -5.811 4.980 -0.375
Br -5.034 3.243 -0.574
H -4.868 6.114 -1.891
H -6.255 5.182 -2.534
H -6.881 4.835 -0.055
H -5.351 5.460 0.503
Br 4.019 -1.750 7.793
C 4.501 -1.961 5.937
C 4.581 -0.620 5.352
Br 4.352 -0.716 3.432
H 3.694 -2.635 5.580
H 5.449 -2.426 5.854
H 5.506 -0.055 5.570
H 3.782 0.056 5.663
Br -3.538 5.538 4.482
C -4.011 3.640 4.138
C -3.224 3.104 2.930
Br -3.680 1.320 2.430
H -5.079 3.705 3.729
H -3.864 3.045 5.010
H -2.178 3.271 3.036
H -3.538 3.744 2.040
Br -1.825 -0.258 -5.371
C -1.981 1.672 -5.530
C -3.000 2.152 -4.503
Br -3.088 4.086 -4.621
H -2.374 1.929 -6.530
H -1.013 2.110 -5.433
H -2.716 1.866 -3.501
H -3.966 1.673 -4.738
Br 1.906 2.317 5.557
C 0.540 1.293 4.573
C 0.930 -0.164 4.753
Br -0.184 -1.206 3.545
H 0.578 1.567 3.513
H -0.472 1.596 4.978
H 0.673 -0.523 5.760
H 1.956 -0.269 4.452
Br 0.345 3.688 -2.421
C -0.872 5.007 -1.675
C -0.411 6.370 -2.202
Br -1.622 7.762 -1.514
H -0.814 5.029 -0.576
H -1.905 4.765 -2.000
H -0.435 6.317 -3.314
H 0.628 6.661 -1.881
Br -0.916 -3.653 -3.655
C -2.562 -4.339 -2.867
C -3.618 -3.248 -2.707
Br -5.120 -3.933 -1.661
H -2.245 -4.771 -1.870
H -2.969 -5.130 -3.493
H -3.904 -2.943 -3.722
H -3.185 -2.441 -2.140
Br 2.638 -3.399 -2.792
C 2.629 -1.603 -3.695
C 1.514 -1.403 -4.643
Br 1.783 0.271 -5.586
H 3.578 -1.552 -4.225
H 2.613 -0.818 -2.972
H 0.537 -1.359 -4.191
H 1.445 -2.193 -5.344
Br 9.431 1.309 -0.265
C 7.711 2.242 -0.222
C 6.924 1.706 0.916
Br 7.599 2.526 2.625
H 7.235 1.941 -1.152
H 7.852 3.336 -0.221
H 7.106 0.600 0.932
H 5.883 2.029 0.936
Br 6.893 -0.914 -3.808
C 7.013 -1.693 -2.008
C 5.743 -1.839 -1.286
Br 6.066 -2.481 0.527
H 7.812 -1.095 -1.486
H 7.472 -2.687 -2.254
H 5.170 -2.656 -1.741
H 5.264 -0.855 -1.321
Br -2.138 0.152 -1.375
C -0.247 0.324 -0.917
C 0.307 -0.813 -0.157
Br 2.107 -0.476 0.335
H -0.125 1.274 -0.413
H 0.210 0.328 -1.920
H 0.253 -1.743 -0.747
H -0.233 -0.925 0.759

---

156
Properties=species:S:1:pos:R:3 method="wB97M-V/def2-TZVPD" de_lowest_ev=7.129 spin_multiplicity=1 homo_ev=-10.25 total_energy_ev=-189493.395 homo_lumo_gap_ha=0.3739
C 1.218 -3.784 9.198
C 2.080 -3.998 7.997
O 1.299 -4.068 6.814
C 1.858 -4.586 5.729
O 2.991 -5.062 5.684
O 1.063 -4.421 4.660
C 1.509 -4.760 3.342
H 1.698 -3.510 10.138
H 0.705 -4.686 9.531
H 0.410 -3.073 9.024
H 2.791 -4.814 8.123
H 2.752 -3.152 7.857
H 2.541 -4.470 3.144
H 0.958 -4.153 2.624
H 1.336 -5.782 3.006
C -1.454 -3.304 -0.147
C -1.754 -1.920 -0.725
O -1.490 -0.986 0.306
C -1.340 0.337 -0.110
O -1.455 0.709 -1.258
O -0.928 1.115 0.974
C -0.484 2.423 0.830
H -1.925 -4.031 -0.809
H -1.958 -3.526 0.793
H -0.420 -3.540 0.106
H -2.744 -1.759 -1.153
H -1.111 -1.716 -1.581
H 0.501 2.619 1.255
H -1.208 3.071 1.323
H -0.502 2.773 -0.202
C 3.316 2.456 -7.566
C 3.944 1.337 -6.755
O 3.101 0.495 -6.061
C 2.562 0.937 -4.861
O 2.572 2.144 -4.642
O 1.980 -0.073 -4.269
C 1.308 0.128 -3.026
H 4.030 2.946 -8.229
H 2.876 3.279 -7.003
H 2.512 1.964 -8.114
H 4.616 1.835 -6.056
H 4.489 0.669 -7.422
H 0.252 0.175 -3.293
H 1.684 1.037 -2.557
H 1.265 -0.794 -2.447
C -0.693 9.140 -2.039
C -0.336 7.700 -2.090
O -1.557 6.931 -1.887
C -1.493 5.543 -2.091
O -0.504 4.856 -2.382
O -2.700 5.114 -2.135
C -2.949 3.719 -1.826
H -1.552 9.318 -2.687
H 0.195 9.712 -2.309
H -0.912 9.389 -1.001
H 0.513 7.456 -1.452
H -0.068 7.501 -3.127
H -4.034 3.754 -1.721
H -2.508 3.202 -0.974
H -2.600 3.114 -2.663
C 2.428 4.556 -0.388
C 2.950 5.874 -0.015
O 2.812 6.830 -1.076
C 3.022 8.178 -0.760
O 3.510 8.713 0.244
O 2.682 8.796 -1.857
C 3.007 10.169 -1.984
H 2.761 3.709 0.212
H 2.565 4.255 -1.427
H 1.384 4.577 -0.076
H 3.962 5.647 0.320
H 2.555 6.258 0.926
H 3.058 10.606 -2.981
H 4.036 10.283 -1.642
H 2.334 10.744 -1.348
C -7.411 2.181 -5.388
C -8.109 2.342 -3.946
O -7.669 1.330 -3.076
C -6.527 1.458 -2.361
O -5.842 2.482 -2.392
O -6.315 0.369 -1.588
C -4.957 0.063 -1.407
H -7.763 2.767 -6.237
H -7.337 1.156 -5.750
H -6.348 2.383 -5.253
H -9.180 2.537 -3.986
H -7.854 3.337 -3.581
H -4.409 -0.150 -2.324
H -4.678 -0.818 -0.830
H -4.427 0.917 -0.984
C 4.017 2.731 5.230
C 5.076 2.775 4.102
O 4.355 3.386 3.092
S 2.680 2.910 3.088
O 2.351 1.817 2.186
O 1.849 4.134 2.954
O 2.743 2.427 4.696
H 3.941 3.674 5.771
H 4.212 1.983 5.999
H 5.350 1.787 3.730
H 5.938 3.338 4.458
C 3.200 -3.482 -1.437
C 4.456 -2.749 -0.818
O 3.953 -1.581 -0.289
S 2.537 -1.809 0.443
O 1.818 -0.549 0.325
O 2.690 -2.512 1.760
O 2.044 -2.929 -0.678
H 3.256 -4.559 -1.278
H 3.052 -3.452 -2.516
H 5.249 -2.620 -1.555
H 4.931 -3.419 -0.102
C -2.202 -1.018 -4.598
C -1.251 -1.629 -5.668
O -1.060 -2.947 -5.445
S -1.179 -3.221 -3.832
O 0.097 -2.799 -3.233
O -1.733 -4.602 -3.650
O -2.344 -2.051 -3.727
H -2.986 -0.646 -5.257
H -1.717 -0.171 -4.112
H -0.283 -1.127 -5.692
H -1.775 -1.613 -6.624
C 0.295 -6.424 0.498
C -0.144 -6.943 -0.979
O 0.927 -7.793 -1.315
S 1.450 -8.683 -0.044
O 2.893 -8.666 -0.034
O 0.814 -10.013 0.111
O 0.875 -7.583 1.084
H -0.542 -6.097 1.114
H 1.021 -5.653 0.239
H -0.062 -6.126 -1.695
H -1.010 -7.601 -1.055
C 0.100 -0.566 4.121
C -0.307 0.714 4.901
O -1.674 0.543 4.982
S -2.086 -0.972 5.505
O -3.367 -1.347 4.784
O -1.931 -1.205 6.952
O -0.777 -1.575 4.694
H 1.175 -0.717 4.024
H -0.364 -0.521 3.136
H -0.008 1.622 4.377
H 0.198 0.841 5.858
C -2.172 -5.636 4.169
C -2.555 -7.083 4.381
O -3.740 -7.188 3.546
S -3.710 -6.208 2.168
O -4.919 -5.327 2.089
O -3.391 -6.944 0.962
O -2.432 -5.402 2.770
H -1.116 -5.395 4.292
H -2.640 -4.844 4.754
H -2.747 -7.371 5.415
H -1.805 -7.796 4.040